Record 1
ORCA calculation (ωB97M-V/def2-TZVPD) on C39H36ClN3PtSi2 as an isolated structure.

```
82
Properties=species:S:1:pos:R:3:forces:R:3:lowdin_charge:R:1
C -3.406626 3.641257 0.770463 0.031 0.587 -0.654 -0.179
C -1.994880 3.807625 0.952694 -0.135 0.575 -1.413 -0.222
C -1.365707 3.572641 -0.354010 -0.858 0.079 0.056 -0.329
H -1.517661 4.324703 1.782480 -0.094 -0.234 -0.186 0.090
C -2.428456 3.081592 -1.234451 0.664 0.730 0.519 -0.196
C -3.653532 3.169938 -0.533014 -0.045 0.835 0.274 -0.179
H -4.631360 2.969479 -0.966780 0.223 -0.034 0.152 0.095
H -4.167853 3.959579 1.483831 0.282 -0.380 -0.131 0.092
H -0.397255 3.931920 -0.647676 0.149 0.092 -0.136 0.071
H -2.314260 2.876771 -2.294612 -0.008 0.018 0.176 0.090
Pt -1.341325 1.625840 0.488365 -0.934 0.713 1.155 0.832
Si 1.226787 0.715808 -1.260379 3.285 -0.841 -0.365 0.713
C 2.830561 0.086347 -0.372127 -0.091 0.174 0.348 -0.273
C 3.290591 -1.193273 -0.695662 0.659 -0.244 0.205 -0.115
H 2.662625 -1.870671 -1.279040 0.135 0.177 0.035 0.098
C 4.560204 -1.640085 -0.309926 -0.303 0.132 0.024 -0.086
H 4.876076 -2.654831 -0.558072 -0.060 0.264 0.003 0.104
C 5.413034 -0.798420 0.407468 -0.267 0.306 -0.038 -0.098
H 6.411954 -1.143742 0.698005 -0.411 0.220 -0.113 0.101
C 4.956489 0.478743 0.756372 -0.124 -0.022 0.014 -0.094
H 5.606604 1.152779 1.322388 -0.216 -0.238 -0.149 0.098
C 3.663657 0.906836 0.397461 0.433 -0.336 -0.041 -0.111
H 3.316078 1.890578 0.726111 0.133 -0.205 -0.189 0.100
C 2.218740 0.429386 -2.987107 0.209 0.369 0.187 -0.198
C 3.438352 1.096503 -3.222751 0.302 -0.284 -0.089 -0.098
H 3.741309 1.941083 -2.593810 -0.097 -0.319 -0.173 0.104
C 4.351258 0.624866 -4.182114 -0.191 0.162 0.147 -0.087
H 5.345689 1.070040 -4.238808 -0.325 0.065 -0.088 0.099
C 4.031187 -0.440668 -5.031134 -0.240 0.124 0.068 -0.100
H 4.715815 -0.793044 -5.798878 0.031 0.171 0.186 0.097
C 2.798979 -1.061473 -4.875551 0.229 0.226 0.426 -0.084
H 2.483460 -1.900691 -5.498661 0.219 0.220 0.143 0.103
C 1.968575 -0.655593 -3.829166 -0.272 -0.320 -0.086 -0.113
H 1.114050 -1.291624 -3.671488 0.097 0.299 -0.004 0.057
H 0.966687 2.046344 -0.668647 0.045 -0.074 -0.437 0.014
Si 0.411303 -3.220352 0.382810 0.078 1.748 0.669 0.300
C -0.002455 -2.058078 -1.039473 -0.916 -0.461 -0.872 -0.294
C -0.141205 -0.602619 -0.843738 -0.311 0.563 0.443 -0.347
H -0.749043 -0.359444 0.099895 1.063 -0.047 -0.729 0.062
C -0.517700 0.216072 -2.032323 -2.553 -0.687 -2.040 -0.324
H -1.034124 1.184505 -1.898651 0.594 -0.367 0.213 0.068
C -0.949547 -0.435839 -3.240885 0.509 -0.325 0.691 -0.067
H -1.269521 0.182576 -4.085209 0.060 -0.296 0.290 0.132
C -0.960233 -1.818069 -3.305672 -0.690 0.406 -0.828 -0.117
H -1.293561 -2.332494 -4.214396 0.068 0.286 0.361 0.114
C -0.500542 -2.606308 -2.218252 1.099 -0.115 1.421 -0.105
H -0.487721 -3.699406 -2.318959 -0.072 0.404 -0.078 0.109
C 1.460634 -2.426181 1.732955 -0.397 -0.214 0.155 -0.310
C 1.013665 -1.193596 2.213688 0.462 0.274 -0.075 -0.113
H 0.024663 -0.826595 1.935545 0.331 0.115 -0.038 0.073
C 1.866777 -0.387314 2.967408 -0.177 -0.134 0.340 -0.090
H 1.630891 0.663494 3.082992 -0.093 -0.104 0.326 0.085
C 3.032838 -0.905656 3.530509 -0.240 -0.280 -0.592 -0.073
H 3.650574 -0.288819 4.189793 -0.159 -0.287 -0.303 0.109
C 3.407484 -2.205429 3.174167 0.105 -0.081 -0.054 -0.084
H 4.319247 -2.632965 3.590648 -0.183 0.073 -0.127 0.104
C 2.677029 -2.930229 2.224553 -0.121 0.249 -0.072 -0.101
H 3.068937 -3.874660 1.831785 -0.126 0.298 0.269 0.106
H 1.089876 -4.324026 -0.130135 0.760 -1.552 -0.700 -0.027
Cl -1.363237 -3.859826 1.199454 -0.341 -0.061 0.134 0.312
N -4.335840 1.276025 1.920238 0.191 -0.696 0.318 0.103
C -3.306374 1.169773 2.881982 0.000 -0.394 -0.393 -0.281
C -3.678039 0.851013 4.188080 0.318 0.141 0.302 -0.002
C -2.682111 0.626718 5.129722 -0.147 0.065 -0.524 -0.046
C -1.352622 0.866442 4.760687 0.313 0.263 0.130 -0.052
C -1.076554 1.339283 3.488314 -1.027 -0.669 -0.037 -0.120
N -2.029109 1.317876 2.520682 0.359 0.347 1.280 -0.015
C -4.306304 0.497798 0.756142 0.156 0.407 -0.164 -0.303
C -5.528905 -0.005418 0.281245 0.221 -0.240 -0.105 -0.009
C -5.521304 -0.840827 -0.826861 0.299 0.311 0.158 -0.050
C -4.282240 -1.120496 -1.417549 0.015 -0.208 0.012 -0.042
C -3.127424 -0.595795 -0.864354 -0.835 0.412 0.061 -0.098
N -3.125265 0.289974 0.159815 -1.106 -1.949 -0.136 0.040
H -5.268666 1.309008 2.333169 0.598 -0.026 -0.131 0.138
H -4.743311 0.760664 4.379994 0.230 -0.157 0.309 0.114
H -2.938328 0.270055 6.121884 0.087 0.089 -0.091 0.111
H -0.520911 0.691466 5.440080 -0.283 0.221 0.027 0.110
H -0.114680 1.741120 3.174642 -0.200 -0.467 0.088 0.096
H -6.431629 0.255526 0.834332 0.118 -0.216 -0.256 0.114
H -6.441096 -1.292501 -1.199389 0.233 0.231 0.045 0.112
H -4.176303 -1.755976 -2.296522 -0.173 0.054 0.310 0.108
H -2.167863 -0.867012 -1.276613 -0.564 0.073 0.170 0.054
```
Positions in Å, forces in eV/Å.

As for the spin multiplicity: 3. The calculation puts the lowest unoccupied orbital energy (alpha / beta) at -0.02 / -0.57 eV. The calculation puts the highest occupied orbital energy (alpha / beta) at -6.17 / -6.44 eV.

Record 2
ORCA calculation (ωB97M-V/def2-TZVPD) on C39H36ClN5O2SW as an isolated structure.

```
85
Properties=species:S:1:pos:R:3:forces:R:3:lowdin_charge:R:1
W -0.085981 0.018578 -0.911081 -0.266 0.242 0.412 1.748
Cl 3.295655 -6.177197 -2.680780 0.026 -0.042 -0.025 0.754
C 2.788703 -4.562578 -2.394956 -0.074 0.024 0.082 -0.653
C 3.259825 -3.528341 -3.232042 -0.033 0.046 0.042 -0.030
C 2.869057 -2.228768 -3.034554 0.075 0.039 -0.138 0.014
C 1.959320 -1.900601 -2.017373 -0.134 -0.204 0.212 -0.307
O 1.564676 -0.659894 -1.880104 0.055 0.118 0.069 -0.217
C 1.535121 -2.930849 -1.132150 0.042 0.222 -0.071 -0.147
C 0.899914 -2.634591 0.080924 0.115 0.065 0.078 -0.011
N 0.476709 -1.442787 0.477662 -0.343 -0.303 -0.419 -0.034
C 0.315377 -1.188822 1.861153 -0.133 0.256 0.151 -0.196
C 0.579991 -2.079745 2.896424 0.043 -0.121 -0.135 -0.006
C 0.521602 -1.626187 4.194658 -0.018 0.078 0.030 -0.041
C 0.327261 -0.273744 4.435419 0.015 0.019 -0.009 -0.008
C 0.096818 0.659041 3.423831 0.013 -0.059 -0.028 -0.115
C 0.207459 2.064268 3.840169 0.006 0.088 0.068 -0.017
C 0.028787 3.203811 3.175185 -0.038 -0.065 -0.016 -0.020
C -0.587995 3.322436 1.847175 -0.021 0.040 0.050 -0.086
N -0.395388 0.808998 0.941550 0.410 0.026 -0.387 -0.079
C -0.034898 0.148225 2.111779 -0.091 -0.351 0.046 -0.130
C 1.964324 -4.264479 -1.350504 0.021 -0.137 -0.028 -0.035
H 3.942539 -3.778170 -4.033716 0.001 0.015 -0.003 0.127
H 3.236328 -1.433248 -3.670584 0.007 -0.024 -0.002 0.136
H 0.857710 -3.453294 0.793062 -0.015 0.029 0.061 0.137
H 0.872283 -3.104865 2.717217 -0.034 0.003 -0.020 0.112
H 0.709964 -2.301397 5.016824 -0.004 -0.003 -0.005 0.123
H 0.406953 0.087932 5.452518 0.003 0.024 -0.014 0.127
H 0.547320 2.164292 4.864196 -0.006 -0.005 -0.002 0.120
H 0.220335 4.140959 3.682873 -0.003 -0.003 0.003 0.123
H -0.344737 4.188723 1.241994 -0.001 0.002 0.031 0.131
H 1.638922 -5.043198 -0.671514 0.025 -0.015 -0.018 0.131
C -1.430547 -2.995544 -2.250676 -0.008 0.024 -0.015 -0.010
C -1.444144 -1.491118 -2.150336 0.068 -0.019 -0.261 -0.261
C -0.929725 -0.683060 -3.191143 0.054 -0.080 0.042 -0.205
C -0.287206 -1.284468 -4.402551 -0.038 0.002 -0.013 0.019
C -0.902090 0.719360 -3.022000 0.368 -0.151 0.019 -0.266
C -0.064377 1.553422 -3.958336 -0.075 0.048 -0.017 -0.006
C -1.735587 1.355155 -2.035007 -0.276 -0.001 0.060 -0.258
C -2.039289 2.829466 -2.119944 -0.068 -0.019 -0.071 -0.023
C -2.543384 0.530736 -1.216141 0.086 0.049 -0.087 -0.214
C -3.631116 1.112390 -0.375422 -0.070 -0.030 0.001 0.002
C -2.280862 -0.855397 -1.161316 0.335 0.107 0.463 -0.254
C -2.959428 -1.729347 -0.134780 0.002 -0.032 -0.074 0.005
H -2.302746 -3.340010 -2.812053 -0.018 0.036 -0.001 0.120
H -1.471450 -3.462423 -1.270358 0.003 -0.014 0.001 0.084
H -0.542245 -3.361426 -2.756520 -0.006 -0.015 0.007 0.079
H 0.800177 -1.247870 -4.332682 0.009 -0.024 -0.020 0.084
H -0.571914 -0.717756 -5.288682 -0.007 0.028 0.019 0.112
H -0.592328 -2.314567 -4.554688 0.020 -0.012 0.010 0.095
H 0.319176 2.443455 -3.464805 -0.006 -0.023 -0.039 0.072
H -0.655574 1.877649 -4.817986 -0.004 -0.002 -0.004 0.119
H 0.789924 0.993540 -4.327006 0.014 -0.016 0.003 0.090
H -2.046767 3.290469 -1.134273 0.002 0.054 -0.028 0.081
H -3.030630 2.967192 -2.556443 -0.024 -0.041 0.027 0.120
H -1.346406 3.360832 -2.762968 0.014 0.020 0.010 0.080
H -4.584457 0.701688 -0.719643 0.021 -0.027 -0.012 0.128
H -3.690344 2.190358 -0.455377 -0.021 -0.003 0.042 0.083
H -3.532325 0.856739 0.676584 0.006 0.046 0.000 0.079
H -2.226103 -2.287405 0.447509 -0.031 -0.029 0.013 0.087
H -3.603682 -2.455032 -0.634640 -0.005 0.008 0.010 0.112
H -3.570942 -1.161858 0.555960 0.021 0.013 0.013 0.085
S 4.395165 4.935544 0.147225 -0.078 0.072 0.029 1.087
C 3.192642 3.748324 -0.257988 -0.154 0.051 -0.070 -0.486
C 1.882450 4.022314 -0.664902 0.142 -0.015 0.030 -0.029
C 1.027459 2.984086 -0.946090 -0.031 0.024 -0.007 -0.127
N 1.366602 1.685446 -0.879800 -0.065 0.180 -0.136 -0.060
C 2.639732 1.422078 -0.501733 -0.088 -0.062 0.037 -0.089
C 3.549149 2.394679 -0.184326 0.120 0.102 0.042 -0.055
C 3.488699 6.476543 0.051789 0.099 -0.290 -0.071 -0.531
C 2.924359 7.016143 1.194956 -0.065 0.071 0.055 -0.074
C 2.257428 8.231384 1.073282 0.005 -0.147 -0.027 -0.119
N 2.129303 8.876141 -0.079459 -0.076 0.179 -0.043 0.083
C 2.688864 8.355004 -1.165453 0.097 -0.114 0.089 -0.116
C 3.391786 7.155252 -1.152274 -0.016 0.058 -0.098 -0.077
H 1.527030 5.037134 -0.755093 -0.031 0.072 -0.021 0.117
H 0.009923 3.196364 -1.219686 0.041 0.021 0.018 0.076
H 2.920356 0.384630 -0.430614 0.019 -0.035 -0.010 0.116
H 4.540953 2.104643 0.135314 0.005 -0.031 -0.018 0.122
H 3.006392 6.518245 2.151667 0.018 0.012 0.004 0.110
H 1.802940 8.698895 1.938768 0.014 -0.005 0.015 0.116
H 2.586226 8.919472 -2.084611 -0.019 0.003 0.006 0.117
H 3.853910 6.775693 -2.054276 -0.008 -0.015 0.026 0.114
O -2.972400 2.395960 2.249130 0.083 0.083 -0.073 0.166
C -1.904267 2.622015 1.781727 -0.127 -0.031 0.205 -0.379
N -0.907785 2.107802 1.012212 0.103 -0.087 -0.094 0.026
```
Positions in Å, forces in eV/Å.

The calculation puts the lowest unoccupied orbital energy (alpha / beta) at -7.24 / -7.23 eV. The calculation puts the highest occupied orbital energy (alpha / beta) at -13.21 / -13.21 eV. The total charge is +2.

Record 3
ORCA calculation (ωB97M-V/def2-TZVPD) on C39H36FeO2P as an isolated structure.

```
79
Properties=species:S:1:pos:R:3:forces:R:3:lowdin_charge:R:1
C -2.359791 -4.506473 2.945746 -0.093 -0.133 -0.165 -0.080
C -1.271482 -3.460789 2.946128 -0.329 0.179 -0.060 -0.239
O -1.322892 -2.762321 1.671596 0.664 -0.003 0.551 -0.025
C -0.272215 -1.906095 1.533339 0.557 0.479 -0.385 -0.579
C -0.276378 -1.071470 0.338627 1.380 -1.143 0.770 -0.158
P 1.274796 -0.284877 0.101191 -1.748 -0.103 0.169 1.041
C 2.898635 -1.098082 -0.097725 0.782 -0.173 0.184 -0.278
C 3.871646 -0.512018 -0.935149 -0.204 -0.039 0.160 -0.081
C 5.153827 -1.052195 -1.027691 0.002 -0.136 0.117 -0.088
C 5.500878 -2.185564 -0.287362 -0.356 0.118 0.032 -0.089
C 4.550688 -2.761122 0.561586 0.040 0.119 -0.120 -0.081
C 3.268983 -2.218494 0.669731 -0.134 0.113 -0.035 -0.060
C 1.094924 0.647853 -1.433554 0.107 0.145 -0.097 -0.320
C 1.045572 2.045047 -1.430523 0.024 -0.191 -0.376 -0.059
C 0.893947 2.723109 -2.641673 0.008 -0.111 -0.034 -0.090
C 0.783364 2.011241 -3.838378 0.024 -0.027 0.158 -0.091
C 0.833667 0.613180 -3.833575 0.040 -0.023 0.212 -0.081
C 1.000091 -0.075510 -2.630582 -0.081 0.422 -0.138 -0.088
C 1.444297 0.883758 1.469341 0.393 0.005 0.269 -0.304
C 2.651944 1.081705 2.154670 -0.447 0.280 0.049 -0.062
C 2.665263 1.934069 3.263636 -0.128 0.004 -0.110 -0.085
C 1.492779 2.582278 3.674028 -0.059 -0.161 -0.223 -0.083
C 0.290782 2.374102 2.982487 0.310 -0.107 -0.128 -0.061
C 0.264730 1.516542 1.880212 0.143 0.154 0.288 -0.077
O 0.623350 -1.871344 2.398653 -0.485 0.120 -0.689 -0.030
H -2.499229 -4.887432 3.959996 -0.018 0.027 -0.029 0.073
H -3.304905 -4.081847 2.594571 0.109 -0.090 0.071 0.075
H -2.087481 -5.354958 2.308484 -0.121 0.158 0.001 0.074
H -1.453720 -2.710596 3.729638 0.204 -0.273 -0.129 0.126
H -0.285246 -3.923571 3.107018 -0.313 0.356 -0.127 0.118
H -0.926068 -1.336637 -0.481401 0.066 0.207 -0.161 0.062
H 3.637714 0.393228 -1.502357 0.017 -0.364 0.152 0.108
H 5.889580 -0.576611 -1.676150 -0.182 -0.116 0.142 0.102
H 6.504846 -2.607063 -0.362128 -0.295 0.117 0.022 0.101
H 4.809318 -3.634987 1.160095 -0.053 0.227 -0.145 0.103
H 2.558780 -2.637179 1.386499 0.131 0.131 -0.299 0.101
H 1.125518 2.595758 -0.493037 -0.050 -0.140 -0.279 0.107
H 0.846536 3.812184 -2.638727 -0.009 -0.294 -0.052 0.107
H 0.645249 2.548014 -4.779283 0.042 -0.169 0.287 0.106
H 0.742010 0.051048 -4.763147 0.019 0.194 0.204 0.104
H 1.058920 -1.166096 -2.618212 -0.053 0.309 -0.011 0.117
H 3.560473 0.564222 1.834991 -0.313 0.181 0.146 0.104
H 3.597515 2.082247 3.811187 -0.280 -0.003 -0.115 0.099
H 1.508878 3.247358 4.541583 0.022 -0.244 -0.280 0.101
H -0.631794 2.862776 3.297208 0.284 -0.108 -0.030 0.109
H -0.669934 1.299488 1.353999 0.334 0.120 0.205 0.115
C -7.990321 1.487071 3.265956 0.073 1.462 1.719 -0.190
C -7.354706 2.565452 2.526051 -0.283 0.928 1.890 -0.190
C -5.933009 2.538280 2.826910 -0.432 0.948 1.687 -0.182
C -5.689486 1.438428 3.743783 -0.624 1.376 1.551 -0.189
C -6.961891 0.790547 4.015721 -0.342 1.270 1.755 -0.197
Fe -6.551969 0.812791 2.080557 0.464 -0.001 -0.855 0.314
C -5.761834 -0.946179 1.543181 -0.113 -1.386 -1.354 -0.185
C -7.182980 -0.858784 1.245678 0.540 -1.422 -1.301 -0.194
C -7.396074 0.289446 0.410174 0.184 -0.655 -1.795 -0.154
C -6.086359 0.932539 0.128970 0.048 -1.597 -1.298 -0.315
C -5.916443 2.171031 -0.538569 -0.562 -0.485 0.363 -0.045
C -4.748742 2.590880 -1.202926 0.507 -0.088 -0.286 -0.245
C -4.605291 3.956820 -1.560811 -0.036 0.307 -0.158 -0.073
C -3.520672 4.412887 -2.293297 -0.098 -0.001 0.018 -0.128
C -2.510493 3.526873 -2.705931 -0.342 0.163 0.153 -0.143
C -2.622044 2.175646 -2.358181 -0.231 -0.090 0.207 -0.112
C -3.707381 1.696254 -1.618155 0.351 0.397 -0.269 -0.033
C -5.097634 0.131229 0.880115 0.324 -0.492 -1.716 -0.143
H -9.058275 1.314988 3.329966 0.212 -0.171 -0.177 0.095
H -7.868691 3.336384 1.967679 0.089 -0.234 -0.143 0.096
H -5.208241 3.271588 2.492096 -0.067 -0.302 -0.108 0.101
H -4.738293 1.198498 4.203475 -0.143 -0.114 -0.206 0.096
H -7.135706 -0.004690 4.733344 0.100 0.065 -0.273 0.092
H -5.283018 -1.750286 2.098276 -0.156 0.323 -0.056 0.095
H -7.930210 -1.580301 1.560043 0.115 0.249 -0.011 0.097
H -8.328900 0.601017 -0.056449 0.242 -0.049 0.291 0.108
H -6.790176 2.833973 -0.564094 0.322 -0.162 -0.025 0.109
H -5.411363 4.640280 -1.246823 0.507 -0.255 -0.211 0.104
H -3.458860 5.473569 -2.562506 -0.008 -0.364 0.099 0.089
H -1.685130 3.900653 -3.305314 -0.035 -0.145 0.104 0.068
H -1.842887 1.482774 -2.687373 -0.243 0.094 0.115 0.081
H -3.781105 0.622301 -1.423637 -0.080 0.462 0.056 0.101
H -4.029684 0.322881 0.850486 -0.233 -0.042 0.263 0.103
```
Positions in Å, forces in eV/Å.

The energy relative to the best compared isomer or geometry (same formula, charge and spin) comes out at 0.0 kcal per mole. As for the spin multiplicity: 5. The calculation puts the lowest unoccupied orbital energy (alpha / beta) at 2.16 / 2.16 eV. The calculation puts the highest occupied orbital energy (alpha / beta) at -1.17 / -2.53 eV. The total charge is -1.

Question: What is the formula in the first record?
Answer: C39H36ClN3PtSi2